Formula: C26H50BN6O8S
Source: the Open Molecules 2025 dataset
Level of theory: ωB97M-V/def2-TZVPD

Geometry (Å):
C (3.99035, -0.73235, -5.05487)
C (3.14927, -1.83749, -4.46453)
O (3.48360, -2.47802, -3.51230)
O (1.98936, -2.15219, -5.11931)
C (1.01280, -1.12155, -5.29396)
C (-0.14687, -1.41956, -4.35841)
C (0.27020, -1.21522, -2.89345)
N (-0.74597, -0.47285, -2.15139)
C (-0.57168, 0.36581, -1.15557)
N (0.62735, 0.58592, -0.59685)
C (1.47495, -0.58260, -0.22749)
C (2.89868, -0.55245, -0.78816)
C (3.91387, 0.22075, 0.07948)
C (4.93557, -0.68320, 0.78004)
N (4.46457, -1.06399, 2.13394)
C (5.06192, -0.19351, 3.15333)
C (4.73227, -2.43289, 2.41350)
C (3.86004, -3.42097, 1.67716)
O (5.55093, -2.77886, 3.22008)
C (0.64833, 1.69185, 0.38326)
C (-0.59462, 1.87027, 1.27984)
S (-0.20816, 1.52382, 3.02747)
C (-1.86873, 1.19680, 0.70396)
C (-2.27662, -0.17179, 1.32429)
C (-1.24376, -1.25698, 1.69902)
C (-1.12874, -2.40336, 0.67802)
C (-2.00391, -3.61207, 1.01741)
O (-1.38995, -4.83682, 0.58556)
C (-1.23314, -4.95770, -0.74900)
O (-2.05795, -4.67683, -1.56457)
B (-3.17034, 2.10953, 1.05437)
O (-3.13036, 2.90324, 2.19038)
N (-4.36916, 2.05583, 0.24033)
C (-5.28219, 0.93287, 0.54605)
C (-5.13468, 3.31114, 0.31392)
N (-1.71202, 1.06814, -0.77846)
C (-1.87905, 2.34829, -1.50912)
O (-1.22056, 2.24155, -2.76083)
O (-0.47420, 3.43055, -3.00614)
H (3.45505, -0.10642, -5.76447)
H (4.37588, -0.10901, -4.24916)
H (4.83036, -1.19516, -5.57338)
H (1.43247, -0.13756, -5.06493)
H (0.68622, -1.10204, -6.33325)
H (-0.45649, -2.45345, -4.50476)
H (-0.96561, -0.74296, -4.61910)
H (0.42460, -2.18424, -2.41865)
H (1.19158, -0.63364, -2.84817)
H (-1.70505, -0.56365, -2.45753)
H (0.97288, -1.48096, -0.56895)
H (1.53072, -0.64218, 0.86171)
H (3.22051, -1.59282, -0.85672)
H (2.90029, -0.15914, -1.80600)
H (3.41718, 0.78278, 0.87269)
H (4.45206, 0.93741, -0.54411)
H (5.88034, -0.14326, 0.88375)
H (5.12828, -1.58085, 0.19105)
H (4.54043, -0.31818, 4.09990)
H (4.93583, 0.84323, 2.83636)
H (6.12824, -0.38676, 3.28706)
H (2.93476, -3.55128, 2.24135)
H (4.37497, -4.37430, 1.58953)
H (3.59572, -3.06653, 0.68113)
H (1.53487, 1.57374, 0.99658)
H (0.80309, 2.62067, -0.17170)
H (-0.77566, 2.94500, 1.26761)
H (-0.93446, 2.50244, 3.57967)
H (-2.97604, -0.61830, 0.61597)
H (-2.86863, 0.04231, 2.21933)
H (-1.61140, -1.70184, 2.62696)
H (-0.26560, -0.85820, 1.95619)
H (-0.10161, -2.77178, 0.63775)
H (-1.43937, -2.05572, -0.30963)
H (-2.98575, -3.52605, 0.54671)
H (-2.16026, -3.71774, 2.08900)
H (-0.23266, -5.33755, -0.99993)
H (-2.65440, 3.73580, 2.11668)
H (-6.22693, 1.11103, 0.03106)
H (-4.88562, -0.01330, 0.18759)
H (-5.50509, 0.86598, 1.61701)
H (-5.80331, 3.34357, 1.18065)
H (-5.74844, 3.40415, -0.58452)
H (-4.47121, 4.17505, 0.35924)
H (-1.43660, 3.19259, -0.96906)
H (-2.93897, 2.52731, -1.66678)
H (0.39226, 3.22050, -2.62438)
C (-4.44534, 4.66885, 5.38631)
C (-3.22514, 3.91638, 5.64484)
N (-2.26225, 3.32716, 5.85189)
H (-4.98946, 4.22206, 4.55571)
H (-5.08321, 4.66241, 6.26818)
H (-4.20541, 5.70138, 5.13872)

Properties
2S+1 = 1
molar mass = 617.60 g/mol
net charge = +1
orbital gap = 8.94 eV
HOMO energy = -11.44 eV



Formula: C26H50Cl16O3
Source: the Open Molecules 2025 dataset
Level of theory: ωB97M-V/def2-TZVPD

Geometry (Å):
C (3.69143, -2.20569, 0.97206)
C (2.22544, -1.69145, 0.35185)
C (1.94409, -0.22804, 1.02980)
C (1.14751, -2.86351, 0.72085)
C (1.24526, -4.01971, -0.47086)
C (-0.38041, -2.36149, 1.01715)
O (-1.21164, -2.14490, -0.18656)
C (-2.45119, -1.43549, 0.16953)
C (-3.39508, -2.00655, 1.39888)
C (-4.61454, -0.87778, 1.21921)
O (-4.93707, -0.99207, -0.24074)
C (-3.65350, -1.29355, -0.94982)
O (-3.57926, -1.45266, -2.27417)
H (3.67359, -3.38509, 1.00604)
H (4.60675, -1.78193, 0.36552)
H (3.73343, -1.79210, 2.08533)
H (2.42558, -1.54596, -0.80493)
H (2.82950, 0.49774, 0.71126)
H (1.96677, -0.26273, 2.21697)
H (0.95766, 0.29087, 0.63635)
H (1.54004, -3.40041, 1.70941)
H (1.58591, -5.02397, 0.03048)
H (2.08268, -3.68332, -1.24172)
H (0.23179, -4.20642, -1.02709)
H (-0.91002, -3.25016, 1.61290)
H (-0.48080, -1.41918, 1.70297)
H (-2.06214, -0.31691, 0.29536)
H (-2.92262, -2.04802, 2.48502)
H (-3.85740, -3.05918, 1.07938)
H (-5.59584, -1.02252, 1.84117)
H (-4.04014, 0.15144, 1.30131)
Cl (-5.55745, 2.17549, 1.23055)
C (-7.11463, 2.01489, 0.38191)
C (-8.17272, 2.95416, 0.93890)
Cl (-8.67801, 2.49798, 2.58519)
H (-7.43061, 0.96892, 0.44580)
H (-6.92725, 2.24942, -0.67022)
H (-9.06838, 2.91849, 0.31246)
H (-7.81770, 3.98900, 0.96793)
Cl (4.34086, -2.96717, -2.15289)
C (5.25833, -2.04868, -3.37164)
C (6.34916, -1.19361, -2.74636)
Cl (5.68285, 0.15456, -1.79130)
H (4.55006, -1.44227, -3.94489)
H (5.70483, -2.78166, -4.05022)
H (6.96850, -0.74923, -3.53048)
H (6.99842, -1.78386, -2.09226)
Cl (2.93689, 1.47700, -2.52997)
C (2.27199, 2.29545, -3.96482)
C (2.37691, 1.43811, -5.21622)
Cl (4.06435, 1.22431, -5.74585)
H (2.79482, 3.24948, -4.08513)
H (1.22094, 2.50907, -3.74861)
H (1.84534, 1.91911, -6.04203)
H (1.94174, 0.44578, -5.06232)
Cl (-0.96311, 2.67700, -4.52088)
C (-1.62801, 3.49545, -5.95573)
C (-1.52309, 2.63811, -7.20713)
Cl (0.16435, 2.42431, -7.73676)
H (-1.10518, 4.44948, -6.07604)
H (-2.67906, 3.70907, -5.73951)
H (-2.05466, 3.11911, -8.03294)
H (-1.95826, 1.64578, -7.05323)
Cl (0.73285, 6.84167, -2.13135)
C (2.41301, 6.29332, -1.91426)
C (3.24900, 6.49044, -3.16897)
Cl (2.74611, 5.40597, -4.48985)
H (2.39106, 5.24343, -1.60566)
H (2.83369, 6.88022, -1.09227)
H (4.29754, 6.26400, -2.95644)
H (3.18974, 7.52020, -3.53485)
Cl (-0.15129, -4.81047, 3.32114)
C (0.18840, -6.54721, 3.51894)
C (1.16969, -7.06346, 2.47847)
Cl (0.46839, -7.07792, 0.84089)
H (-0.76302, -7.08678, 3.47804)
H (0.60870, -6.67531, 4.52095)
H (1.44987, -8.09462, 2.71106)
H (2.08225, -6.45991, 2.45097)
Cl (4.93285, -0.14257, 4.09035)
C (6.61301, -0.69091, 4.30744)
C (7.44900, -0.49380, 3.05273)
Cl (6.94611, -1.57827, 1.73185)
H (6.59106, -1.74081, 4.61604)
H (7.03369, -0.10402, 5.12943)
H (8.49754, -0.72024, 3.26526)
H (7.38974, 0.53596, 2.68685)
Cl (-7.74896, 1.82034, 8.86781)
C (-8.73223, 2.06266, 7.40314)
C (-8.09407, 3.05007, 6.43887)
Cl (-8.09351, 4.71213, 7.08013)
H (-9.72964, 2.38979, 7.71324)
H (-8.82978, 1.08480, 6.92216)
H (-8.65864, 3.07308, 5.50259)
H (-7.06018, 2.77591, 6.20717)

Properties
2S+1 = 1
structure (SMILES) = CC(C)[C@H](C)CO[C@@H]1CCOC1=O.ClCCCl.ClCCCl.ClCCCl.ClCCCl.ClCCCl.ClCCCl.ClCCCl.ClCCCl
molar mass = 977.93 g/mol
orbital gap = 9.94 eV
HOMO energy = -9.48 eV



Formula: C26H50ClN2O5P
Source: the Open Molecules 2025 dataset
Level of theory: ωB97M-V/def2-TZVPD

Geometry (Å):
N (4.47902, 4.22593, 0.12403)
C (3.68085, 4.06756, -1.09095)
P (2.45059, 2.60341, -0.98448)
Cl (1.49584, 3.39820, -2.77797)
C (3.32276, 1.87271, 0.56439)
C (4.47532, 1.03707, 0.28698)
C (5.18827, 0.50259, 1.46265)
C (4.58307, 0.92739, 2.72614)
C (3.39504, 1.74285, 2.85094)
N (2.76069, 2.22012, 1.74315)
H (5.42460, 4.54707, -0.06178)
H (4.01081, 4.77437, 0.84058)
H (3.09535, 4.97670, -1.37734)
H (4.37090, 3.82448, -1.93665)
H (1.22621, 2.64910, -0.26803)
H (2.73623, 1.39395, -1.69390)
H (4.81537, 0.82314, -0.74859)
H (6.10053, -0.12104, 1.39252)
H (5.06844, 0.58230, 3.67202)
H (2.99290, 1.99196, 3.87835)
C (-0.57752, 0.22276, -6.02454)
C (-0.36355, 1.64448, -5.53922)
C (1.11333, 1.85401, -5.82031)
O (1.43461, 1.05152, -6.96533)
C (0.34078, 0.16365, -7.23258)
H (-1.61104, -0.00671, -6.26492)
H (-0.23931, -0.48453, -5.26246)
H (-0.96103, 2.33589, -6.14152)
H (-0.62207, 1.79524, -4.49103)
H (1.72919, 1.50922, -4.98425)
H (1.35807, 2.89817, -6.02451)
H (-0.16810, 0.51974, -8.13574)
H (0.72261, -0.84180, -7.42222)
C (2.72155, 5.07474, 6.93051)
C (2.38663, 3.83021, 7.73044)
C (2.39956, 2.75551, 6.65859)
O (3.35044, 3.17027, 5.66662)
C (3.71086, 4.53660, 5.91257)
H (3.12994, 5.88716, 7.53185)
H (1.82504, 5.44227, 6.42282)
H (3.17529, 3.63690, 8.46335)
H (1.43623, 3.89062, 8.26099)
H (1.42226, 2.66777, 6.17181)
H (2.68245, 1.77635, 7.04952)
H (4.73225, 4.54866, 6.30745)
H (3.69404, 5.09414, 4.97446)
C (-3.58726, -3.12089, -3.54563)
C (-3.45631, -3.74526, -4.92270)
C (-3.34638, -2.52047, -5.81432)
O (-2.71191, -1.49841, -5.03634)
C (-2.67670, -1.91377, -3.66197)
H (-3.30620, -3.78846, -2.73139)
H (-4.61888, -2.79642, -3.38089)
H (-2.53413, -4.33156, -4.97778)
H (-4.28959, -4.39489, -5.19274)
H (-4.33536, -2.15332, -6.10997)
H (-2.76154, -2.70980, -6.71740)
H (-1.64031, -2.17289, -3.41611)
H (-2.98908, -1.09134, -3.02327)
C (-4.40793, 0.30229, 0.61185)
C (-4.40936, -0.99580, 1.39764)
C (-4.34272, -2.03171, 0.29085)
O (-3.61745, -1.43528, -0.79362)
C (-3.47786, -0.02991, -0.54148)
H (-4.07716, 1.16574, 1.18949)
H (-5.41371, 0.50858, 0.23377)
H (-3.51124, -1.05471, 2.01911)
H (-5.27881, -1.11840, 2.04370)
H (-5.34305, -2.28823, -0.07525)
H (-3.84196, -2.94903, 0.60581)
H (-2.43239, 0.16181, -0.27636)
H (-3.71521, 0.53101, -1.44774)
C (-0.42895, -5.29876, 2.44162)
C (-1.41042, -6.21725, 3.14269)
C (-2.36478, -5.22663, 3.78261)
O (-2.39785, -4.07119, 2.93366)
C (-1.33189, -4.17079, 1.97590)
H (0.11163, -5.77582, 1.62384)
H (0.30330, -4.91914, 3.16019)
H (-1.94188, -6.82511, 2.40459)
H (-0.94577, -6.88839, 3.86543)
H (-2.00608, -4.90941, 4.76766)
H (-3.37405, -5.62778, 3.89259)
H (-1.77700, -4.39614, 1.00041)
H (-0.80908, -3.21519, 1.90718)

Properties
2S+1 = 1
structure (SMILES) = NC[PH2](Cl)c1ccccn1.C1CCOC1.C1CCOC1.C1CCOC1.C1CCOC1.C1CCOC1
ΔE to the lowest compared entry with this formula, charge and spin = 82.0 kJ/mol
molar mass = 537.12 g/mol
orbital gap = 9.29 eV
HOMO energy = -8.70 eV



Formula: C26H50N6O6P2
Source: the Open Molecules 2025 dataset
Level of theory: ωB97M-V/def2-TZVPD

Geometry (Å):
C (-0.97700, 3.29877, 3.16144)
C (-2.11704, 2.94449, 3.25532)
C (-3.53331, 2.51911, 3.34436)
C (-3.53769, 1.05101, 3.66618)
C (-3.99227, 0.52364, 4.80606)
C (-4.59945, 1.34328, 5.92823)
O (-3.69485, 2.28470, 6.47191)
C (-2.59160, 1.63441, 7.08371)
C (-3.87466, -0.97009, 4.98455)
O (-4.71270, -1.62078, 5.55928)
C (-2.63015, -1.56162, 4.38355)
C (-2.17866, -1.05006, 3.23297)
C (-0.89477, -1.59235, 2.63304)
C (-0.57569, -0.89733, 1.29203)
C (-0.72015, -1.81684, 0.07593)
O (0.60051, -1.31757, 0.69524)
C (-3.00139, 0.06501, 2.65523)
O (-3.29112, 0.19335, 1.49076)
H (-0.12148, 3.88828, 2.92227)
H (-3.97992, 2.75446, 2.37757)
H (-3.95817, 3.10176, 4.15946)
H (-5.42860, 1.91727, 5.50440)
H (-5.02667, 0.73196, 6.72884)
H (-1.88052, 1.33772, 6.30300)
H (-2.10717, 2.32018, 7.77596)
H (-2.89662, 0.74035, 7.64201)
H (-2.11941, -2.37893, 4.88000)
H (-0.03552, -1.29096, 3.23779)
H (-0.92598, -2.65483, 2.41148)
H (-0.88610, 0.13299, 1.15594)
H (-0.48900, -1.35843, -0.89312)
H (-0.40940, -2.84349, 0.24103)
C (-3.39647, -3.07663, -4.74023)
N (-3.28976, -1.82977, -4.02183)
C (-3.92209, -1.87854, -2.71344)
P (-2.14328, -0.54905, -4.24228)
O (-1.11730, -1.19597, -3.31846)
N (-1.19118, -0.62293, -5.67734)
C (-1.46267, -1.44215, -6.83511)
C (0.25317, -0.50497, -5.49633)
N (-3.38597, 0.28744, -5.09211)
C (-4.68159, -0.20074, -5.52194)
C (-3.01681, 1.55152, -5.72985)
H (-4.45610, -3.31079, -4.91084)
H (-2.94555, -3.91392, -4.19119)
H (-2.94837, -3.05062, -5.72761)
H (-4.64559, -1.05786, -2.60113)
H (-3.18914, -1.79160, -1.90357)
H (-4.46606, -2.81044, -2.56367)
H (-1.15654, -2.48443, -6.68043)
H (-0.91066, -1.06440, -7.70108)
H (-2.51291, -1.41090, -7.12823)
H (0.70872, -1.45589, -5.19465)
H (0.49263, 0.24154, -4.74293)
H (0.72370, -0.17647, -6.42685)
H (-4.59337, -0.91355, -6.34670)
H (-5.30303, 0.62904, -5.86838)
H (-5.24502, -0.66285, -4.71539)
H (-2.77847, 1.40426, -6.78767)
H (-2.14856, 1.99416, -5.24440)
H (-3.82447, 2.28373, -5.65247)
C (4.00394, 1.89566, 2.45536)
N (4.10082, 1.59807, 1.04702)
C (3.06635, 2.24837, 0.25809)
P (5.47214, 1.05768, 0.16268)
O (6.05472, 2.38977, -0.24138)
N (6.83650, 0.50993, 1.07497)
C (6.83006, 0.17018, 2.47849)
C (8.12797, 1.09359, 0.72400)
N (4.86730, -0.53729, 0.10527)
C (3.73631, -1.09067, 0.82643)
C (5.72615, -1.55527, -0.49385)
H (3.04108, 1.53351, 2.84070)
H (4.07124, 2.97292, 2.65875)
H (4.75737, 1.39800, 3.05798)
H (2.52341, 1.51264, -0.35112)
H (3.48552, 3.00224, -0.41754)
H (2.33258, 2.74666, 0.89074)
H (6.86722, 1.06187, 3.11827)
H (7.70349, -0.44270, 2.72240)
H (5.96650, -0.43830, 2.75265)
H (8.27361, 2.08015, 1.18125)
H (8.22809, 1.19992, -0.35294)
H (8.93861, 0.43753, 1.05390)
H (3.94840, -1.20122, 1.89501)
H (3.47832, -2.07984, 0.44292)
H (2.83425, -0.50078, 0.70435)
H (6.29131, -2.09569, 0.27207)
H (6.43676, -1.10787, -1.18773)
H (5.13923, -2.27567, -1.06904)

Properties
2S+1 = 1
structure (SMILES) = C#CCC1=C(COC)C(=O)C=C(C[C@@H]2CO2)C1=O.CN(C)P(=O)(N(C)C)N(C)C.CN(C)P(=O)(N(C)C)N(C)C
molar mass = 604.67 g/mol
orbital gap = 6.84 eV
HOMO energy = -7.75 eV



- 2S+1 of number 4 (C26H50N6O6P2)?
  1



- What is the formula in the fourth record?
  C26H50N6O6P2



- Which value of orbital gap does entry 2 give?
  9.94 eV